The following is a quantum chemistry calculation of a cluster of 12 separate species, H24O12 in total at a distorted geometry, from the Open Molecules 2025 dataset.

```
36
Properties=species:S:1:pos:R:3:forces:R:3:nbo_charge:R:1
O 0.9850 3.1755 -0.6523 -0.26 0.47 -0.28 -1.004
O -1.7303 3.0839 -0.0963 0.28 0.80 -0.33 -0.960
O -1.3918 -3.1467 1.1423 -1.52 -1.90 0.53 -0.975
O -2.4904 -0.7779 2.0790 0.03 -1.43 -1.57 -0.974
O 0.2700 -1.4728 3.1084 -1.40 -0.12 -0.64 -0.945
O 3.4300 1.8537 -0.5310 0.80 -0.63 0.05 -0.938
O -1.3586 -0.6321 -1.3914 -2.75 -0.01 0.95 -0.998
O 0.2504 0.3215 0.7759 -0.70 -2.93 1.48 -0.966
O -3.9394 -1.5497 -0.5813 0.04 0.97 -1.26 -0.984
O 1.5983 0.2351 -2.3931 -0.04 -0.55 -1.01 -0.941
O 0.6744 -2.1260 -0.3329 0.01 -0.05 -0.59 -1.001
O 3.1773 -0.8341 -0.0149 -0.29 -0.42 0.53 -0.960
H 1.3621 -1.4451 -0.1360 -0.06 -0.66 -0.37 0.532
H 3.6065 2.1069 -1.4237 1.22 -0.03 -1.17 0.464
H -4.0385 -1.9547 0.2650 0.44 -0.39 0.82 0.475
H -1.1350 0.0162 -2.0205 0.95 0.85 -1.11 0.486
H 0.3716 -0.9902 2.2833 -0.43 0.12 -0.41 0.483
H -2.3893 -0.7460 3.0113 0.17 0.82 1.11 0.506
H 0.9242 3.6583 -1.4987 -0.09 -0.34 0.66 0.487
H -3.0170 -1.2557 -0.7389 -0.55 -0.56 0.34 0.496
H 0.8417 -2.5916 -1.1731 0.33 0.46 0.66 0.488
H 0.1676 3.3991 -0.1529 0.39 -0.28 -0.50 0.523
H 0.4888 1.1398 0.4719 0.84 3.31 -1.20 0.469
H -2.7524 0.0009 1.6110 -0.37 0.76 0.51 0.482
H 2.4870 0.1536 -2.7563 -0.12 -0.08 -0.14 0.465
H 2.6156 2.3151 -0.4868 -1.94 1.10 1.23 0.490
H 1.0973 -1.3026 3.4887 1.87 0.12 1.29 0.456
H 3.3587 -1.2692 -0.8474 0.17 0.06 -0.21 0.464
H 3.1314 0.1178 -0.1796 0.38 0.08 -0.14 0.493
H -2.2851 2.3631 0.1642 -0.45 -0.73 0.31 0.487
H -0.6368 -1.1323 -1.0513 1.76 -0.83 0.12 0.506
H -2.2434 3.5521 -0.7648 0.03 0.01 0.06 0.485
H -1.8880 -2.3892 1.4133 -0.35 0.76 0.38 0.473
H 1.7111 0.8375 -1.6745 -0.06 0.58 0.89 0.470
H -0.6469 -2.8225 0.6948 1.73 0.65 -0.81 0.475
H -0.6060 0.1083 0.3885 -0.04 0.02 -0.17 0.492
```
Forces are in eV/Å.

## Properties
SMILES = O.O.O.O.O.O.O.O.O.O.O.O
Energy above the lowest of the compared OMol25 structures with the same formula, charge and spin = 184.3 kJ/mol
Gap between HOMO and LUMO = 9.03 eV
HOMO energy = -9.52 eV
E = -917.25517 a.u.